316
Properties=species:S:1:pos:R:3:forces:R:3 method="wB97M-V/def2-TZVPD" max_force_ha_per_bohr=0.0697 multiplicity=1 energy_ha=-6921.653152
C 3.37765 -0.96298 -5.08088 -0.202 1.204 1.208
O 2.21003 -1.73484 -5.01319 0.427 -0.735 -1.188
C 1.35810 -1.41379 -3.93841 1.265 0.537 0.944
C 0.79913 -2.65892 -3.32652 -2.056 0.661 -0.865
O -0.30489 -3.12358 -4.13408 0.520 -1.084 -0.019
C 0.03015 -4.04524 -5.20330 -0.563 2.417 0.392
C -1.24471 -4.21259 -5.98448 -0.227 -1.000 0.697
O -0.82847 -4.85071 -7.17185 -0.563 0.062 0.198
C -1.68592 -4.51642 -8.23225 1.368 -0.488 -0.712
H 3.85542 -0.97238 -6.05739 -0.127 -0.559 -0.082
H 4.08264 -1.26993 -4.27144 -0.207 0.223 -0.626
H 3.10304 0.10970 -4.90283 0.320 -0.577 -0.040
H 0.59238 -0.77153 -4.32794 -0.716 0.512 0.116
H 1.96033 -0.88622 -3.17117 -0.451 -0.045 -0.116
H 0.37652 -2.47752 -2.32746 0.356 -0.005 -0.253
H 1.56620 -3.37244 -3.33281 1.152 -1.249 0.492
H 0.50556 -4.96179 -4.93654 -0.250 -1.079 1.017
H 0.77910 -3.63461 -5.85262 0.303 0.837 -0.496
H -1.81166 -3.29451 -6.20757 0.690 0.167 0.186
H -1.95275 -4.82882 -5.36602 0.384 0.119 -0.688
H -1.25406 -5.07366 -9.08143 -0.656 0.304 0.057
H -1.63474 -3.44187 -8.44204 -0.166 -0.006 -0.024
H -2.69129 -4.81979 -8.00753 -0.719 -0.159 -0.145
C 0.44424 2.65990 -2.35419 0.940 0.994 -1.044
O -0.83665 2.62210 -1.84488 -0.469 0.996 -0.388
C -1.43026 1.36859 -1.83209 -0.829 -0.105 0.281
C -0.95657 0.58372 -0.67608 0.477 -0.515 1.624
O 0.41140 0.25805 -0.91566 0.040 -1.024 1.240
C 1.12712 -0.17938 0.27451 -1.274 0.210 -0.726
C 0.81891 -1.58129 0.73101 1.663 0.010 -0.542
O -0.47713 -1.75517 1.22640 0.574 -0.660 -0.126
C -0.74130 -3.15434 1.28597 -1.781 -0.548 0.227
H 0.73041 3.70299 -2.54345 -0.433 -0.058 -0.310
H 0.55089 2.04789 -3.27114 -0.002 0.181 0.276
H 1.15750 2.36453 -1.62782 0.818 -0.777 0.628
H -1.41797 0.84101 -2.78739 0.450 -0.063 -0.179
H -2.44413 1.60667 -1.62131 -1.251 -0.156 0.124
H -1.62957 -0.29096 -0.39387 0.928 0.794 -0.597
H -0.94875 1.28375 0.20245 -0.364 -0.533 -0.489
H 0.95479 0.47269 1.14913 -0.183 0.321 -0.384
H 2.16002 -0.10070 -0.00003 0.590 -0.122 0.040
H 1.63346 -1.76328 1.45743 -0.425 -0.111 0.670
H 1.08684 -2.34372 -0.01445 -0.454 0.248 -0.434
H -0.09675 -3.72244 1.96793 0.433 0.264 -0.321
H -0.78341 -3.66963 0.26590 0.138 0.799 1.245
H -1.72778 -3.20832 1.79740 0.344 -0.253 -0.635
C 2.44249 3.86090 0.62312 -1.532 0.282 0.286
O 2.81059 5.08897 1.28867 0.405 -0.910 0.890
C 3.10028 4.77901 2.67876 -0.469 -1.109 -0.830
C 3.15599 6.03591 3.52470 0.902 -0.732 0.130
O 1.90566 6.65747 3.56073 -0.235 -0.031 -0.822
C 1.96030 8.01562 3.94312 0.256 0.568 0.504
C 0.66328 8.72550 3.60300 -1.260 -0.761 -1.328
O -0.49074 8.20162 4.25328 0.492 -0.242 -0.185
C -1.00429 7.00871 3.64530 -0.843 0.871 1.075
H 3.05320 3.05204 0.97696 0.102 -0.421 0.253
H 2.62162 3.93532 -0.44901 -0.219 0.419 0.042
H 1.33089 3.60277 0.83209 1.718 0.423 -0.374
H 4.04340 4.12567 2.71486 -1.068 1.165 0.240
H 2.25784 4.12547 3.04103 0.616 0.511 -0.104
H 3.88989 6.71947 3.10508 0.267 0.152 -0.116
H 3.52544 5.73392 4.54089 -0.334 0.287 -0.476
H 2.77915 8.61239 3.44595 -0.432 -0.831 0.355
H 2.13389 7.95711 5.02943 0.007 0.809 -0.073
H 0.46025 8.66325 2.48882 0.534 -0.093 0.860
H 0.64963 9.78857 3.81101 0.521 0.153 0.399
H -0.31125 6.17311 3.78336 -0.211 0.124 -0.616
H -1.36673 7.23829 2.62985 0.639 -0.415 -0.047
H -1.91779 6.83216 4.22577 0.145 -0.306 -0.080
C -0.25683 -5.58525 9.20286 1.159 -1.003 0.673
O 0.16107 -6.02837 7.95344 1.342 0.900 -1.413
C 1.27355 -5.23317 7.44209 -1.345 0.152 -0.423
C 0.88744 -3.95711 6.68470 -0.027 -0.583 0.924
O 0.38725 -3.03953 7.64049 -0.826 0.378 -0.307
C -0.54498 -2.07106 7.17129 -0.498 0.466 0.077
C 0.16430 -0.75111 6.78905 0.563 -1.116 -1.187
O 1.07768 -0.81432 5.64233 -1.484 -0.381 -0.177
C 0.36536 -1.05967 4.41423 -1.678 -1.268 1.264
H 0.57431 -5.70163 9.91156 0.061 0.295 0.151
H -0.98151 -6.29779 9.53469 -0.955 -0.034 0.222
H -0.54819 -4.56959 9.16261 -0.732 0.973 0.274
H 1.66586 -5.84118 6.66806 0.956 -0.874 -0.485
H 2.00418 -4.98856 8.21147 0.032 -0.255 0.233
H 0.19797 -4.25600 5.88904 -0.479 0.377 0.180
H 1.75964 -3.53134 6.19843 0.402 -0.089 -0.171
H -1.25659 -1.81900 8.03206 0.914 -0.385 -1.131
H -1.17404 -2.46576 6.32346 0.604 0.280 0.844
H 0.82799 -0.47434 7.58100 0.195 0.275 0.735
H -0.56301 0.01386 6.57773 -0.459 0.457 0.085
H 1.02971 -0.91093 3.59432 0.318 0.145 -0.523
H -0.52111 -0.39848 4.33228 0.733 0.064 0.021
H -0.10987 -2.11358 4.37428 1.040 1.301 0.017
C 0.76757 -6.48240 3.33913 -0.566 0.158 0.686
O -0.45111 -6.18018 2.64044 0.363 -1.517 -0.535
C -1.07191 -7.41133 2.12484 2.044 0.607 0.099
C -2.37677 -7.21235 1.42300 -0.362 2.591 0.317
O -2.08423 -6.45599 0.22541 -0.670 -0.009 -0.232
C -3.24135 -5.92745 -0.44018 0.329 0.104 -0.151
C -3.81238 -6.87157 -1.44233 -1.337 -0.895 -0.804
O -2.93868 -7.11112 -2.49235 1.255 -0.181 -0.369
C -3.37947 -6.94316 -3.82880 2.043 -1.959 0.209
H 1.54905 -7.02933 2.78022 -0.565 0.088 -0.289
H 0.59070 -7.07612 4.29733 -0.013 0.709 -1.002
H 1.18653 -5.49639 3.58230 -0.009 -0.290 0.192
H -1.12114 -8.05651 2.98877 -0.576 -0.454 0.145
H -0.36911 -7.92938 1.38964 -0.608 0.813 0.673
H -3.17515 -6.62622 1.98663 1.148 -0.846 -0.171
H -2.71610 -8.20458 1.24465 -0.674 -0.949 -0.590
H -3.01499 -5.01686 -1.01289 0.615 -0.044 0.568
H -4.02779 -5.70225 0.26439 -0.291 0.262 0.575
H -4.71048 -6.49062 -1.99126 -0.092 -0.014 1.424
H -4.01545 -7.83726 -0.92120 -0.268 0.416 -0.410
H -2.46460 -7.38830 -4.32060 -1.230 0.647 -0.323
H -3.47217 -5.91348 -4.13104 -0.404 0.495 -0.013
H -4.24052 -7.58728 -4.07339 0.019 0.465 0.092
C 5.07085 1.74415 1.30535 -0.077 0.509 1.139
O 4.39202 1.02811 0.30478 0.039 -0.562 -0.148
C 5.25640 0.23696 -0.48432 1.548 -0.197 0.815
C 4.57248 -0.61348 -1.51309 0.032 0.362 -0.305
O 3.82251 -1.68883 -1.05034 -1.981 1.758 -0.292
C 4.61944 -2.72151 -0.72447 0.826 -2.738 -1.233
C 3.84707 -3.82782 -0.04990 -1.194 1.600 0.215
O 2.83702 -4.40704 -0.86820 1.139 0.594 -0.629
C 2.30103 -5.53096 -0.23214 1.052 0.695 1.636
H 4.33833 1.91352 2.13822 0.549 0.186 -0.858
H 5.46908 2.69544 0.87916 -0.212 -0.445 0.492
H 5.90693 1.21322 1.82569 -0.389 -0.068 -0.821
H 5.96450 -0.30338 0.22350 -0.869 0.085 -0.844
H 5.91813 0.82301 -1.12696 0.114 0.705 0.200
H 5.39489 -0.93236 -2.20355 -0.642 -0.043 0.243
H 3.87105 0.00960 -2.06146 0.072 0.196 -0.183
H 5.36701 -2.37556 -0.03152 0.760 -0.365 0.158
H 5.02792 -3.11238 -1.71139 0.268 0.078 1.103
H 3.38661 -3.33198 0.83896 -0.067 -0.483 -0.333
H 4.54255 -4.53045 0.33948 0.655 -1.044 0.196
H 1.44492 -5.88181 -0.75100 -0.628 -0.406 -0.518
H 2.03683 -5.15286 0.76166 -0.628 -0.557 0.285
H 3.07983 -6.29380 -0.04969 -0.341 -0.087 -0.398
C -5.65882 5.45753 -3.00134 0.567 1.159 0.331
O -4.41460 4.83025 -2.64288 -0.344 0.001 -0.303
C -4.40347 3.40236 -2.75587 -1.726 0.979 -1.261
C -5.33552 2.68606 -1.78894 -1.257 -0.657 -0.507
O -4.83024 2.34233 -0.52911 0.076 0.219 0.856
C -4.74877 3.41390 0.42390 2.595 -0.462 -1.531
C -3.26395 3.89719 0.50291 -0.673 0.081 -1.874
O -2.50698 3.03356 1.31446 -0.800 -0.110 0.393
C -1.27108 3.63982 1.59215 -0.160 0.786 -1.935
H -6.44998 5.05177 -2.35851 -0.136 0.278 -0.511
H -5.92635 5.55091 -4.08346 0.399 -1.090 0.622
H -5.49684 6.52966 -2.76630 -0.190 -0.574 0.313
H -3.39274 3.09099 -2.64360 0.857 -0.222 0.185
H -4.73085 3.14291 -3.80845 0.270 0.123 0.904
H -5.55476 1.70781 -2.26136 -0.106 0.517 0.292
H -6.33777 3.20835 -1.66313 1.124 -0.418 -0.283
H -4.97435 2.99906 1.38371 -0.606 -0.052 0.646
H -5.36182 4.23415 0.08797 -0.464 0.342 0.249
H -3.25691 4.92198 0.88151 0.081 0.160 0.401
H -2.79801 3.98026 -0.56115 -0.735 -0.310 1.583
H -0.61952 2.89492 2.03301 0.127 0.336 0.687
H -1.44667 4.64415 2.04157 0.520 -0.812 0.602
H -0.86395 3.87871 0.59062 0.474 -0.035 0.316
C -4.04186 0.28209 -3.89667 0.499 0.516 -0.647
O -3.42279 -0.93685 -4.22657 -0.091 -0.625 -0.180
C -4.05754 -2.10843 -3.70465 -0.208 1.274 1.107
C -3.75543 -2.39181 -2.17051 1.360 1.712 -1.899
O -4.44125 -1.49673 -1.35125 -1.331 -0.523 0.061
C -4.30401 -1.88609 0.00033 0.363 0.774 0.498
C -5.19319 -1.01200 0.87010 -1.352 -1.126 0.228
O -6.54620 -1.54811 0.80259 0.273 0.805 0.117
C -7.47634 -0.87332 1.66923 0.929 -1.251 -0.452
H -4.97391 0.49581 -4.41864 -0.444 -0.520 -0.185
H -3.38424 1.09576 -4.22664 0.160 -0.317 0.141
H -4.20248 0.38428 -2.84726 -0.073 -0.069 0.826
H -3.68562 -2.97478 -4.24285 0.252 0.081 -0.261
H -5.17988 -2.02852 -3.90509 1.209 -0.229 0.625
H -2.65649 -2.30319 -1.82873 -1.137 -0.511 -1.229
H -4.08021 -3.40090 -2.16397 -0.502 -1.323 1.115
H -3.26083 -1.63808 0.22734 0.218 -0.360 0.587
H -4.47545 -2.97073 0.16409 -0.103 0.525 -0.117
H -5.17379 0.00191 0.52777 -0.056 0.797 -0.698
H -4.88391 -0.94122 1.92155 0.132 -0.640 -0.035
H -7.14318 -1.03309 2.66806 0.341 -0.056 1.237
H -8.42989 -1.39970 1.60359 -0.017 0.416 -0.419
H -7.51053 0.19569 1.53445 -0.304 0.433 -0.551
C -2.13281 -8.41251 5.47239 -0.657 0.962 0.290
O -2.63220 -7.26160 4.76332 0.376 0.925 2.155
C -2.44814 -5.99405 5.56258 1.354 -0.972 -2.863
C -3.59234 -5.08938 5.26826 -1.470 -0.562 -0.842
O -3.67175 -4.86366 3.82530 -0.326 -0.207 1.663
C -4.64521 -3.87867 3.42669 2.000 -0.011 1.046
C -6.01577 -4.32495 3.08348 -0.942 -1.111 0.753
O -6.10096 -5.44840 2.27107 -0.155 -1.183 -0.993
C -6.14736 -6.70489 2.93866 -1.335 0.367 0.907
H -1.11513 -8.32701 5.85413 0.451 0.208 -0.642
H -2.27653 -9.21521 4.77447 0.256 -0.612 -0.111
H -2.67554 -8.62674 6.40344 -0.521 0.094 -0.255
H -1.47400 -5.57127 5.16313 -0.977 -0.341 0.777
H -2.42658 -6.20977 6.60936 0.283 -0.191 0.711
H -3.54682 -4.14311 5.85331 0.082 -0.395 -0.512
H -4.48490 -5.69218 5.61426 0.382 0.834 -0.356
H -4.07601 -3.39984 2.62552 -0.720 0.365 -0.193
H -4.79176 -3.21271 4.28084 0.281 0.632 -0.225
H -6.44416 -3.52614 2.49474 -0.481 0.472 0.153
H -6.60918 -4.55385 4.01558 0.353 0.609 -0.635
H -7.12260 -6.83498 3.59007 1.479 0.340 -1.334
H -5.32016 -6.74672 3.64759 0.219 -0.516 -0.185
H -6.12147 -7.48172 2.15161 0.104 0.354 0.619
C 6.53950 -2.99841 3.04820 -2.000 -0.735 0.925
O 5.50926 -2.42711 2.20074 0.561 -0.450 1.045
C 4.59683 -1.61830 2.93618 0.208 0.670 -0.664
C 3.55806 -2.36850 3.73288 1.913 -2.492 0.474
O 4.07034 -2.93748 5.01185 -0.301 0.785 -1.148
C 4.04729 -1.90636 6.03438 0.294 -0.452 -0.017
C 4.68257 -2.48048 7.29858 -0.669 -0.731 0.310
O 6.09278 -2.38254 7.42096 -1.223 1.933 -1.098
C 6.73002 -3.47983 7.91958 0.769 -1.369 0.230
H 7.19736 -3.54086 2.40703 0.458 -0.346 -0.445
H 6.07064 -3.70910 3.82377 0.722 1.010 -1.153
H 7.08316 -2.23336 3.59188 0.098 0.322 0.060
H 4.02287 -1.08439 2.17348 0.043 0.178 -0.127
H 5.19654 -0.85681 3.46267 -0.436 -0.206 0.343
H 3.21922 -3.19676 3.03330 0.351 0.542 1.204
H 2.72487 -1.79922 3.99650 -1.208 1.223 0.147
H 2.98181 -1.70173 6.23719 0.573 0.367 0.005
H 4.58930 -1.01824 5.66949 -0.314 -0.090 0.245
H 4.37671 -3.51233 7.25846 0.229 -1.011 -0.274
H 4.12883 -2.21363 8.22213 0.567 0.872 -0.265
H 7.80523 -3.26821 7.95342 -0.206 -0.017 -0.116
H 6.56416 -4.37492 7.28700 0.054 0.212 0.253
H 6.42221 -3.70165 8.93902 -0.161 -0.203 0.310
C -1.77632 3.12167 -6.01246 0.387 -0.599 0.193
O -1.00408 2.69440 -7.14547 0.064 -1.018 0.654
C -0.08508 1.66580 -6.75969 0.416 -0.208 -0.941
C 0.50210 0.97951 -7.98956 0.851 0.771 0.921
O 1.14991 1.98972 -8.74263 0.258 -0.572 0.158
C 1.80476 1.53221 -9.89235 0.134 0.587 -0.406
C 2.00710 2.73322 -10.77853 2.268 -0.381 0.964
O 2.90219 3.72734 -10.25794 -1.271 -0.080 0.433
C 4.21171 3.28889 -10.24138 1.081 0.525 1.114
H -1.12532 3.06462 -5.12087 -0.354 0.073 -0.052
H -2.69202 2.48312 -5.82088 0.903 0.705 -0.441
H -1.99648 4.16767 -6.17011 -0.489 -0.027 -0.018
H -0.52546 0.81757 -6.22719 -0.436 0.402 0.571
H 0.74661 2.11943 -6.18346 -0.351 -0.258 0.047
H -0.27536 0.54502 -8.56996 -0.893 -0.460 -0.636
H 1.18336 0.14614 -7.66535 -0.267 0.745 -0.186
H 1.21771 0.84937 -10.50162 -0.495 -0.374 0.134
H 2.74935 1.03078 -9.69659 0.240 -0.159 0.395
H 1.08753 3.19201 -10.86386 -1.950 1.131 -0.504
H 2.40444 2.39525 -11.72061 0.002 -0.112 -0.740
H 4.88181 4.14549 -10.25423 -0.092 0.320 0.463
H 4.40322 2.85481 -11.16933 0.612 -1.432 -1.609
H 4.52766 2.61819 -9.40410 -0.543 0.353 -0.487
C 0.72201 6.85051 -0.20275 -0.545 -1.463 -1.538
O 1.04331 6.46461 -1.57471 1.418 0.562 1.227
C 2.39995 6.85845 -1.88972 -0.126 -1.420 -0.374
C 2.79274 5.99779 -3.09704 0.048 -0.268 0.052
O 3.05595 4.63659 -2.63863 -0.101 1.293 -0.625
C 3.27447 3.78853 -3.74089 1.114 0.674 -0.789
C 4.05765 2.55110 -3.32107 -2.517 0.466 0.670
O 5.41875 2.70062 -3.10312 -0.428 0.127 0.070
C 5.74772 3.60506 -2.08348 2.266 -0.454 1.760
H -0.26108 6.40550 -0.14216 -0.621 0.282 0.556
H 0.67089 7.92355 -0.16915 0.077 0.590 0.464
H 1.33594 6.35425 0.56451 0.176 0.554 -0.455
H 3.09638 6.58956 -1.05840 -0.541 0.347 -0.340
H 2.42666 7.93180 -2.10247 0.164 -0.084 -0.079
H 3.62839 6.38937 -3.71818 0.036 -0.161 0.793
H 1.98610 5.99071 -3.82784 -0.309 -0.142 0.248
H 3.86860 4.29006 -4.52411 0.350 0.276 0.311
H 2.36839 3.60024 -4.33615 -0.333 -0.542 0.646
H 3.90760 1.89336 -4.12947 0.301 -1.122 -1.025
H 3.44865 2.11287 -2.47985 1.006 0.228 -0.084
H 5.04992 3.64442 -1.21836 0.038 -0.233 -0.738
H 5.91725 4.64612 -2.42438 -0.120 -0.570 -0.051
H 6.74085 3.15995 -1.66115 -1.467 1.175 -0.619
C -2.61281 0.32055 2.90462 -0.157 -0.674 0.152
C -2.69012 1.37707 3.95929 2.170 2.079 -0.284
O -2.66287 0.67406 5.19509 0.423 0.650 0.360
C -3.00200 -0.57565 4.96993 -2.072 -2.468 1.572
O -3.34288 -1.35828 5.86628 1.230 1.573 -2.429
O -3.07741 -0.81799 3.64045 0.205 -1.083 0.990
H -1.59312 0.13499 2.56123 -0.229 -0.044 -0.248
H -3.33305 0.41131 2.10996 0.247 0.514 -0.520
H -3.57293 1.97797 3.92523 -0.634 0.356 -0.058
H -1.77642 2.05390 3.90597 -1.235 -0.752 0.243
C 1.59261 5.20629 -7.65525 -0.413 0.182 1.251
C 0.74128 6.27433 -8.26734 -1.530 -0.780 -0.339
O 0.87291 7.41659 -7.44474 0.179 0.653 0.471
C 1.43019 7.03058 -6.26388 -0.571 2.120 0.430
O 1.51134 7.72112 -5.26070 -0.207 -0.933 -1.728
O 1.87905 5.82564 -6.40394 0.593 -1.873 2.543
H 2.57761 5.05250 -7.97718 1.016 -0.307 -1.690
H 1.08680 4.25106 -7.54338 -0.065 0.022 0.210
H -0.33015 5.99752 -8.28454 0.499 -0.001 0.057
H 1.05538 6.41647 -9.26007 0.329 0.889 -1.300
C -1.19524 6.07626 -3.42818 -1.700 -0.320 -0.239
C -1.47746 7.53785 -3.28074 -0.850 1.598 0.864
O -2.77579 7.75802 -3.89541 0.095 -0.068 0.149
C -3.08994 6.70909 -4.63697 2.144 -1.438 0.863
O -4.01124 6.60023 -5.35444 -1.319 -0.058 -1.001
O -2.13780 5.70213 -4.46519 -0.419 0.856 -0.236
H -1.48105 5.53325 -2.53837 0.129 -0.306 0.282
H -0.20981 5.82035 -3.73422 0.686 -0.037 -0.223
H -0.81563 8.18903 -3.82523 0.630 0.110 0.037
H -1.65512 7.89904 -2.24847 0.714 -0.368 -0.476
C 0.86402 3.47601 5.91183 0.013 1.137 0.751
C 1.97527 2.91031 6.76518 0.437 1.245 -0.704
O 2.80195 2.33378 5.74033 -0.281 -0.257 -1.101
C 1.98373 2.02654 4.66449 0.131 0.197 1.410
O 2.29571 1.45429 3.68310 0.593 -0.443 -0.543
O 0.72979 2.47910 4.89976 -0.011 0.678 -0.005
H 1.17133 4.46313 5.52149 0.036 -0.494 -0.484
H -0.05922 3.69182 6.43672 -0.320 -0.619 -0.001
H 1.62714 2.11623 7.36642 -0.330 -0.828 1.021
H 2.53021 3.68787 7.33941 -0.308 -0.764 -0.486